Entry from the OMol25 dataset: C57H43AsBrF9N12O6PRbSSe as an isolated structure (ωB97M-V with the def2-TZVPD basis set).

CARTESIAN COORDINATES (ANGSTROEM)
Rb1 -0.405 -0.029 0.249
Br1 -0.410 -6.360 1.477
Se1 -1.363 -4.606 -2.538
As1 -3.694 -3.393 -0.276
S1 -2.165 -1.111 3.016
P1 2.059 -0.262 2.880
F1 7.249 -2.489 -0.783
F2 5.835 4.944 4.996
F3 6.384 -4.392 -0.222
F4 -1.602 -4.331 6.774
F5 -1.504 -2.600 8.073
F6 7.190 3.303 5.385
F7 0.091 -4.057 8.089
F8 5.703 3.842 6.855
F9 7.775 -3.409 1.105
O1 -2.177 -4.136 -0.494
O2 -3.041 -1.614 -0.003
O3 -2.520 -0.952 4.414
O4 -1.942 -2.502 2.619
O5 -4.036 -3.735 1.430
O6 -1.047 -0.253 2.610
N1 -1.000 -1.017 -3.633
N2 -1.017 2.585 -1.194
N3 3.864 3.345 -1.613
N4 1.149 -2.745 0.335
N5 2.769 4.601 0.082
N6 2.237 0.151 -1.922
N7 -2.766 -4.183 -3.471
N8 4.551 5.472 -1.072
N9 -1.704 2.712 1.620
N10 -0.455 -3.160 -2.816
N11 2.132 2.343 -0.348
N12 1.003 3.628 1.181
C1 -2.201 2.780 2.982
C2 0.704 4.666 5.541
C3 -1.926 -0.258 -4.183
C4 -3.836 -0.808 0.734
C5 0.314 -1.316 6.420
C6 4.786 1.489 5.481
C7 -0.049 -2.636 6.201
C8 0.380 -3.708 0.839
C9 5.607 -2.474 0.928
C10 -0.093 2.744 4.332
C11 3.917 0.575 4.918
C12 1.971 3.534 0.270
C13 0.985 -2.566 4.042
C14 5.905 3.709 5.524
C15 3.035 2.343 -1.304
C16 3.179 0.906 3.779
C17 -4.956 -0.231 0.129
C18 -5.572 0.861 2.175
C19 0.847 3.336 5.161
C20 -2.975 3.649 -1.726
C21 -2.200 3.068 -0.708
C22 3.231 -1.127 -3.681
C23 -3.200 -0.713 -4.567
C24 4.223 3.088 3.768
C25 1.795 -5.424 -0.069
C26 5.031 -3.063 2.047
C27 -0.388 5.392 5.090
C28 -2.590 -2.865 -3.770
C29 2.266 -0.926 -2.699
C30 5.115 -1.273 0.437
C31 3.697 4.429 -0.848
C32 -4.465 0.299 2.789
C33 2.212 -3.100 -0.385
C34 3.450 -1.255 2.193
C35 3.156 1.094 -2.126
C36 -0.774 -3.397 7.268
C37 -1.199 3.463 3.881
C38 3.340 2.164 3.219
C39 -3.537 -2.031 -4.374
C40 4.206 -0.162 -3.860
C41 0.692 -5.052 0.671
C42 -3.582 -0.514 2.086
C43 -1.331 -2.299 -3.412
C44 -2.212 3.531 -2.891
C45 1.385 -1.251 4.257
C46 6.744 -3.178 0.257
C47 -1.334 4.790 4.269
C48 4.939 2.748 4.901
C49 -1.033 2.871 -2.501
C50 0.275 -3.260 5.007
C51 -2.517 3.053 0.688
C52 4.166 0.979 -3.074
C53 3.964 -2.451 2.683
C54 2.572 -4.416 -0.621
C55 -5.810 0.596 0.834
C56 4.031 -0.680 1.063
C57 1.024 -0.630 5.452
H1 -0.057 -4.270 4.806
H2 2.040 -6.469 -0.208
H3 -5.121 -0.447 -0.919
H4 5.417 -4.003 2.422
H5 -3.952 4.097 -1.612
H6 0.019 -0.815 7.332
H7 -0.505 6.430 5.380
H8 3.527 -2.917 3.557
H9 -3.537 3.376 0.948
H10 -3.907 -0.011 -4.989
H11 3.447 -4.644 -1.216
H12 1.183 -3.047 3.096
H13 -0.501 -3.403 1.389
H14 -4.264 0.477 3.837
H15 -3.172 3.295 3.032
H16 3.805 -0.402 5.370
H17 4.980 -0.285 -4.608
H18 4.320 4.069 3.322
H19 -4.509 -2.424 -4.644
H20 4.573 6.194 -0.375
H21 5.548 -0.818 -0.444
H22 1.700 2.764 5.507
H23 1.271 0.409 5.626
H24 0.003 1.709 4.018
H25 -2.339 1.767 3.367
H26 0.182 3.009 1.139
H27 1.485 -1.663 -2.538
H28 1.442 5.131 6.184
H29 -2.475 3.858 -3.888
H30 -3.262 -3.481 1.975
H31 2.804 -2.292 -0.791
H32 5.382 5.272 -1.596
H33 2.740 2.441 2.363
H34 3.197 -2.024 -4.285
H35 3.608 0.231 0.651
H36 -2.188 5.358 3.917
H37 5.348 1.231 6.369
H38 -6.665 1.035 0.332
H39 -0.209 2.567 -3.137
H40 -6.241 1.499 2.740
H41 -1.672 0.785 -4.314
H42 4.882 1.780 -3.184
H43 0.824 4.548 1.551

Computed properties:
Total charge: -2
Energy relative to the best compared isomer or geometry (same formula, charge and spin), eV: 0.000
Largest force on an atom, eV/A: 1.84
Frontier orbital gap, eV: 5.852

Results of the Löwdin charge analysis, in e, for atoms 1 through 8: 0.641, 0.748, 1.175, 1.126, 0.451, 1.145, 0.127, 0.128



Entry from the OMol25 dataset: C57H43ClGeN6O4V as an isolated structure (ωB97M-V with the def2-TZVPD basis set).

CARTESIAN COORDINATES (ANGSTROEM)
Ge1 -3.590 -0.356 -2.040
V1 1.411 1.932 -1.978
Cl1 -3.327 7.074 -3.476
O1 0.753 0.805 -3.271
O2 1.378 3.668 -2.691
O3 6.299 -5.072 7.642
O4 -0.747 1.454 -4.776
N1 -0.046 2.512 -0.590
N2 3.175 2.300 -0.517
N3 2.026 1.058 -0.178
N4 4.481 -0.697 3.384
N5 3.805 -2.734 2.297
N6 2.937 -1.083 -2.265
C1 3.247 -1.181 -0.989
C2 -4.773 3.128 -5.030
C3 -6.498 -3.376 -2.430
C4 -3.748 3.302 -4.111
C5 5.701 -4.871 5.404
C6 -5.457 1.923 -5.083
C7 3.688 2.460 2.290
C8 3.371 3.612 1.492
C9 -4.662 -0.384 2.053
C10 -3.795 -3.120 -2.987
C11 -1.198 1.530 1.413
C12 -1.951 6.058 -3.212
C13 -4.480 -2.041 -2.432
C14 5.495 -2.933 6.826
C15 1.640 -3.083 -2.002
C16 -4.469 1.519 0.045
C17 -1.083 0.605 2.441
C18 0.070 -0.150 2.620
C19 1.184 0.006 1.799
C20 -0.390 0.646 -3.964
C21 -4.095 1.051 -3.287
C22 2.145 -2.038 -2.760
C23 -0.880 6.091 -4.113
C24 -0.860 3.494 -0.800
C25 4.385 -1.989 3.365
C26 1.948 -3.164 -0.647
C27 -4.129 0.196 -0.237
C28 -5.120 0.891 -4.216
C29 -3.417 2.269 -3.248
C30 -4.874 1.895 1.321
C31 -4.449 -4.314 -3.262
C32 0.213 5.284 -3.922
C33 3.873 -0.118 2.210
C34 -1.915 5.213 -2.138
C35 1.057 0.983 0.806
C36 -4.237 -0.749 0.783
C37 -5.840 -2.186 -2.155
C38 5.834 -4.275 6.660
C39 2.780 -2.195 -0.124
C40 3.738 1.259 1.705
C41 4.883 -2.793 4.492
C42 4.413 -0.902 1.015
C43 3.429 1.079 0.220
C44 3.257 -1.870 1.257
C45 3.127 3.502 0.170
C46 -5.801 -4.442 -2.983
C47 5.232 -4.138 4.336
C48 5.025 -2.207 5.745
C49 -1.637 -0.598 -2.154
C50 -0.813 4.355 -1.940
C51 4.152 -0.180 -0.286
C52 -1.132 -0.624 -3.612
C53 -4.969 0.943 2.328
C54 0.279 4.396 -2.838
C55 6.476 -4.508 8.933
C56 -0.108 1.713 0.577
C57 2.419 -0.792 2.101
H1 5.409 -1.319 1.121
H2 1.909 -1.957 -3.814
H3 -1.362 -1.514 -1.628
H4 -1.171 0.216 -1.590
H5 3.900 2.567 3.345
H6 -7.553 -3.473 -2.210
H7 -0.923 6.761 -4.962
H8 -4.012 -1.791 0.581
H9 -6.254 1.783 -5.802
H10 -1.637 3.704 -0.065
H11 1.010 -3.828 -2.471
H12 5.175 -4.606 3.362
H13 3.352 4.593 1.945
H14 -0.451 -1.464 -3.761
H15 2.901 4.349 -0.464
H16 -2.747 5.185 -1.446
H17 -2.135 2.046 1.261
H18 -5.034 3.929 -5.709
H19 -2.738 -3.033 -3.216
H20 -4.432 2.265 -0.741
H21 7.197 -3.688 8.909
H22 -5.307 1.230 3.315
H23 2.190 -1.244 3.063
H24 -1.948 -0.727 -4.328
H25 -5.143 2.925 1.521
H26 4.761 -1.165 5.866
H27 -3.904 -5.143 -3.695
H28 6.860 -5.308 9.558
H29 5.592 -2.450 7.786
H30 -2.600 2.414 -2.546
H31 3.253 -3.522 2.608
H32 -6.314 -5.371 -3.197
H33 1.047 5.304 -4.609
H34 -1.927 0.449 3.098
H35 -6.394 -1.365 -1.712
H36 5.527 -4.153 9.341
H37 5.046 0.062 -0.857
H38 1.548 -3.964 -0.037
H39 -5.659 -0.048 -4.272
H40 -4.759 -1.135 2.827
H41 0.105 -0.878 3.421
H42 -3.200 4.234 -4.078
H43 5.986 -5.908 5.291

Computed properties:
<S²>: 2.02
Total charge: +1
Largest force on an atom, eV/A: 0.82
2S+1: 3
Frontier orbital gap (spin up / spin down), eV: 6.348 / 6.394

Results of the Löwdin charge analysis, in e, for atoms 1 through 8: 1.016, 1.133, 0.709, -0.183, -0.164, -0.066, 0.130, 0.039